This record from OMol25 describes a cluster of 2 separate species, C3H7N3 in total. The level of theory is ωB97M-V/def2-TZVPD.

Energy relative to the best compared isomer or geometry (same formula, charge and spin): 538.8 kJ/mol
Frontier orbital gap (alpha / beta): 7.4 / 7.4 eV
Highest occupied orbital energy (alpha / beta): -19.50 / -19.50 eV

The geometry in ORCA input format:
```
! wB97M-V def2-TZVPD RIJCOSX def2/J DEFGRID3
* xyz 2 1
C -0.1738 0.3457 -0.0047
C 0.2296 -1.4705 -1.5492
C -0.2436 1.4793 0.5708
N 0.0750 -0.4915 -0.7913
N -0.0910 1.4734 2.7777
N 0.0876 -1.7746 -2.8703
H -1.0235 0.9634 2.9539
H 0.7768 -2.3644 -1.0645
H 0.0668 2.4577 0.8714
H -0.1675 2.4251 2.6022
H 0.3782 0.7437 3.2949
H 0.3478 -2.6610 -3.1812
H -0.2624 -1.1263 -3.6098
*
```

=====

This record from OMol25 describes a cluster of 2 separate species, C5H13O3PS in total. The level of theory is ωB97M-V/def2-TZVPD.

Energy relative to the best compared isomer or geometry (same formula, charge and spin): 0.0 kJ/mol
Frontier orbital gap: 9.7 eV
Highest occupied orbital energy: -8.84 eV

The geometry in ORCA input format:
```
! wB97M-V def2-TZVPD RIJCOSX def2/J DEFGRID3
* xyz 0 1
C 2.7142 -1.3878 1.1172
C 0.5557 -0.0911 -1.9776
C 2.4286 1.4790 -0.3096
C -2.9163 0.4147 1.5894
C 1.5936 -1.2247 0.4366
O -0.1405 0.9088 0.5024
O -4.0867 0.1857 -0.7492
O -2.0419 -1.1626 -0.3330
P 0.9949 0.3384 -0.2607
S -2.4837 0.2180 -0.1872
H -4.3542 -0.7198 -0.9208
H 3.4452 -0.6031 1.2219
H 2.9599 -2.3276 1.5844
H 0.1834 0.7925 -2.4881
H 1.3979 -0.5170 -2.5140
H -0.2495 -0.8211 -1.9031
H 3.2775 1.0303 -0.8163
H 2.1285 2.3900 -0.8229
H 2.6924 1.7335 0.7138
H -2.9247 -0.5604 2.0621
H -2.1425 1.0384 2.0216
H -3.8830 0.8989 1.6592
H 0.8514 -2.0128 0.3738
*
```

=====

This record from OMol25 describes a structure of composition C3H11N3O. The level of theory is ωB97M-V/def2-TZVPD.

Energy relative to the best compared isomer or geometry (same formula, charge and spin): 509.3 kJ/mol
Frontier orbital gap: 9.2 eV
Highest occupied orbital energy: -8.10 eV

The geometry in ORCA input format:
```
! wB97M-V def2-TZVPD RIJCOSX def2/J DEFGRID3
* xyz 0 1
C 1.2834 -1.1210 0.6260
C 1.6641 0.8726 -0.9108
C 0.6478 -0.0856 -0.3031
N -0.4619 0.8990 1.5237
N -0.4519 0.6882 0.1965
H -1.1990 1.5408 1.7875
H -0.4653 0.0685 2.1154
H 1.8101 -0.6384 1.4498
H 0.5303 -1.7994 1.0282
H 2.3833 0.3152 -1.5091
H 1.1701 1.5876 -1.5644
H 2.0022 -1.7143 0.0646
H 2.1791 1.4179 -0.1206
N -2.9104 -0.0558 -0.8166
O -1.6750 -0.4570 -0.3272
H 0.0965 -0.6508 -1.1087
H -2.9702 -0.2903 -1.8058
H -3.6333 -0.5772 -0.3254
*
```

=====

This record from OMol25 describes a structure of composition C24H20Cl2MoN5O4. The level of theory is ωB97M-V/def2-TZVPD.

Energy relative to the best compared isomer or geometry (same formula, charge and spin): 31.0 kJ/mol
Frontier orbital gap (alpha / beta): 6.4 / 6.4 eV
Highest occupied orbital energy (alpha / beta): -11.26 / -11.26 eV

The geometry in ORCA input format:
```
! wB97M-V def2-TZVPD RIJCOSX def2/J DEFGRID3
* xyz 1 1
Mo 0.4909 0.3861 -0.4398
O 1.4529 0.4311 -2.0587
C 1.8731 -0.3260 -3.0823
C 2.4898 0.2538 -4.1795
C 2.8984 -0.5532 -5.2220
C 2.6901 -1.9370 -5.1917
C 2.0833 -2.5070 -4.0989
C 1.6717 -1.7062 -3.0208
C 1.1927 -2.3151 -1.8164
N 0.8811 -1.6685 -0.7434
N 0.6980 -2.4166 0.4116
C 0.8226 -1.6316 1.4347
O 1.1478 -0.3493 1.2613
C 0.6030 -2.1390 2.7963
C 0.8955 -1.3153 3.8802
C 0.6812 -1.7753 5.1702
C 0.1730 -3.0504 5.3753
C -0.1371 -3.8658 4.2914
C 0.0762 -3.4147 3.0005
H 2.6486 1.3232 -4.1962
H 3.3854 -0.1031 -6.0785
H 3.0168 -2.5552 -6.0173
H 1.9245 -3.5792 -4.0464
H 1.1630 -3.3990 -1.7481
H 1.2960 -0.3256 3.6989
H 0.9076 -1.1397 6.0174
H 0.0227 -3.4144 6.3845
H -0.5492 -4.8540 4.4565
H -0.1586 -4.0348 2.1443
C -0.4131 4.5392 -1.7127
C 0.0871 3.2971 -1.0606
N -0.3760 2.1329 -1.3524
O -1.3422 2.0708 -2.3316
C 1.1577 3.2997 -0.0886
C 1.8626 4.5258 0.3838
N 1.4847 2.1001 0.3758
O 2.4333 1.9151 1.1516
H -1.4962 4.5092 -1.8065
H -0.0065 4.5955 -2.7260
H -0.1086 5.4239 -1.1603
H -2.0051 1.4504 -1.9964
H 2.1932 5.1458 -0.4508
H 2.7298 4.2305 0.9670
H 1.2081 5.1257 1.0216
Cl -2.6105 -2.2444 -1.0106
C -3.2347 -1.1232 0.1364
C -4.5148 -1.2705 0.6246
C -4.9978 -0.3548 1.5461
C -4.2162 0.7047 1.9891
C -2.9339 0.8515 1.5064
Cl -1.9538 2.1635 2.0457
C -2.4147 -0.0587 0.5607
N -1.1392 0.0975 0.0859
H -5.1256 -2.0960 0.2859
H -6.0066 -0.4647 1.9248
H -4.6021 1.4153 2.7078
*
```

=====

This record from OMol25 describes a cluster of 6 separate species, C14H27F6O10S2 in total. The level of theory is ωB97M-V/def2-TZVPD.

Energy relative to the best compared isomer or geometry (same formula, charge and spin): 276.3 kJ/mol
Frontier orbital gap: 7.8 eV
Highest occupied orbital energy: -5.57 eV

The geometry in ORCA input format:
```
! wB97M-V def2-TZVPD RIJCOSX def2/J DEFGRID3
* xyz -1 1
O -0.2666 0.1814 -0.0003
H -0.0816 0.5534 0.8652
H -0.1051 -0.7649 -0.0052
H -1.1107 0.4529 -0.3684
C -5.2139 0.8665 -0.0383
F -5.5634 0.3834 -1.2083
F -6.2484 1.5743 0.4930
F -4.8596 -0.1522 0.8188
S -3.6248 2.0200 -0.1246
O -3.7299 2.7431 -1.4163
O -3.5441 2.9888 1.0253
O -2.5141 1.0712 -0.1811
C -0.3557 2.0126 4.6874
F -0.8966 0.8132 4.5601
F -0.9864 2.8552 5.5273
F 0.9045 1.8479 5.0963
S -0.2902 2.8743 2.9264
O -1.6594 3.3464 2.6098
O 0.6184 3.9998 3.0965
O 0.1381 1.8577 1.9780
C -1.4342 -4.3125 0.1585
C -1.5893 -3.5733 1.5413
C -0.3027 -2.9296 1.7518
O 0.0756 -2.5325 0.4787
C -0.5954 -3.2739 -0.6366
H -2.3928 -4.5187 -0.3177
H -0.8722 -5.2192 0.3824
H -1.7670 -4.2671 2.3630
H -2.4448 -2.9019 1.4673
H 0.3940 -3.6773 2.1307
H -0.3157 -2.1078 2.4678
H 0.1592 -3.7244 -1.2814
H -1.2055 -2.5846 -1.2204
C 4.5302 2.0026 0.9245
C 4.7681 0.5197 0.8902
C 3.4103 -0.1525 0.7444
O 2.6389 0.8998 0.2944
C 3.0564 2.1352 0.8728
H 4.9996 2.6025 0.1449
H 4.7998 2.4664 1.8733
H 5.3476 0.1629 1.7416
H 5.4608 0.3032 0.0769
H 3.0288 -0.6470 1.6378
H 3.3770 -0.9125 -0.0362
H 2.6222 2.3230 1.8548
H 2.6401 3.0060 0.3665
C -0.0464 0.7088 -4.6707
C 0.6348 -0.6939 -4.6214
C 0.6631 -0.9091 -3.1285
O -0.5641 -0.4330 -2.6671
C -0.9016 0.6558 -3.4299
H -0.5726 0.8261 -5.6180
H 0.5741 1.6043 -4.6382
H 1.5783 -0.6552 -5.1658
H -0.0204 -1.4964 -4.9603
H 1.5319 -0.4426 -2.6641
H 0.7404 -1.9602 -2.8505
H -0.6685 1.5587 -2.8656
H -1.9484 0.6252 -3.7322
*
```